P) {"formula": "C3H6N3", "method": "wB97M-V/def2-TZVPD", "elements": ["N", "N", "N", "C", "C", "C", "H", "H", "H", "H", "H", "H"], "positions_angstrom": [[0.91, 0.97, 0.45], [-1.16, 1.07, -0.61], [-0.17, -1.07, -0.09], [1.53, -2.52, 1.11], [0.74, -1.81, 0.55], [-0.15, 0.40, -0.08], [1.64, 0.38, 0.84], [-1.00, -1.53, -0.45], [2.21, -3.16, 1.58], [-1.14, 2.07, -0.66], [-1.95, 0.59, -1.01], [1.05, 1.96, 0.46]], "multiplicity": 1, "charge": 1, "orbital_gap_ev": 10.32, "smiles": "C#CNC(N)=[NH2+]"}



Q) {"formula": "C3H6N3", "method": "wB97M-V/def2-TZVPD", "elements": ["N", "N", "N", "C", "C", "C", "H", "H", "H", "H", "H", "H"], "positions_angstrom": [[-1.73, -1.24, -0.44], [0.05, 0.71, 0.07], [0.30, -0.45, -0.17], [-1.43, 1.14, 0.14], [-2.02, -0.15, -0.24], [1.53, -1.11, -0.09], [-1.70, 1.97, -0.58], [1.85, -1.01, 1.07], [1.53, -2.14, -0.52], [-1.44, 1.42, 1.25], [0.70, 1.42, 0.17], [2.33, -0.55, -0.66]], "multiplicity": 1, "charge": 1, "orbital_gap_ev": 9.22, "smiles": "C/N=[NH+]/CC#N"}



R) {"formula": "C3H6N3", "method": "wB97M-V/def2-TZVPD", "elements": ["N", "N", "N", "C", "C", "C", "H", "H", "H", "H", "H", "H"], "positions_angstrom": [[-2.55, 0.53, 0.08], [-0.41, 0.64, -0.07], [-1.55, 1.24, -0.11], [-2.07, -0.93, 0.03], [-0.60, -0.78, 0.03], [0.88, 1.21, 0.07], [-2.80, -1.78, -0.02], [-0.06, -1.40, -0.64], [1.21, 1.66, 1.03], [-0.18, -1.26, 0.90], [1.55, 0.38, 0.02], [0.93, 1.96, -0.75]], "multiplicity": 1, "charge": 1, "orbital_gap_ev": [8.79, 8.79], "smiles": "C[N+]1=NN=CC1"}



S) {"formula": "C3H6N3", "method": "wB97M-V/def2-TZVPD", "elements": ["N", "N", "N", "C", "C", "C", "H", "H", "H", "H", "H", "H"], "positions_angstrom": [[-1.58, 0.88, 0.16], [-0.92, -1.03, -0.47], [0.78, 0.35, 0.31], [1.92, -0.52, 0.02], [-0.37, 0.05, -0.04], [-2.28, -0.20, -0.18], [-3.31, -0.42, -0.12], [-1.92, 1.86, 0.01], [2.49, -0.26, -0.81], [0.86, 1.37, 0.56], [1.60, -1.52, -0.16], [2.73, -0.54, 0.72]], "multiplicity": 1, "charge": 1, "orbital_gap_ev": [8.77, 8.77]}



Stability, lowest: Q)



P) {"formula": "C2H8S4", "method": "wB97M-V/def2-TZVPD", "elements": ["S", "S", "S", "S", "C", "C", "H", "H", "H", "H", "H", "H", "H", "H"], "positions_angstrom": [[-1.50, 0.98, 1.04], [0.24, 2.08, 1.20], [0.59, -2.40, -0.90], [1.19, -1.20, -2.54], [1.14, 0.46, -1.73], [-1.14, -0.45, 2.05], [-1.91, -1.21, 1.85], [1.28, 0.24, -0.68], [0.07, 2.64, -0.02], [-0.67, -2.05, -1.05], [-1.12, -0.23, 3.11], [0.17, 0.91, -1.89], [-0.22, -0.93, 1.72], [1.87, 1.16, -2.15]], "multiplicity": 1, "orbital_gap_ev": 8.72, "smiles": "CSS.CSS"}



Q) {"formula": "C2H8S4", "method": "wB97M-V/def2-TZVPD", "elements": ["S", "S", "S", "S", "C", "C", "H", "H", "H", "H", "H", "H", "H", "H"], "positions_angstrom": [[0.52, 2.96, -0.81], [-0.69, -1.41, 1.35], [-1.52, 2.32, -1.14], [1.06, -2.50, 1.82], [1.17, 1.42, -0.29], [-0.97, -1.89, -0.38], [-2.21, 3.32, -0.58], [1.58, -1.45, 2.46], [-0.85, -1.05, -1.05], [-1.91, -2.39, -0.49], [-0.19, -2.68, -0.51], [1.19, 0.62, -1.05], [0.63, 1.17, 0.61], [2.20, 1.57, 0.06]], "multiplicity": 1, "orbital_gap_ev": 8.72, "smiles": "CSS.CSS"}



Stability, lowest: Q)



P) {"formula": "C2H4ClNO3", "method": "wB97M-V/def2-TZVPD", "elements": ["Cl", "O", "O", "O", "N", "C", "C", "H", "H", "H", "H"], "positions_angstrom": [[-0.32, -3.32, 0.21], [0.35, -0.22, -1.06], [0.34, 4.52, 0.01], [-0.32, 3.27, 1.67], [0.11, 3.39, 0.44], [-0.10, -0.59, 0.17], [0.07, -1.89, -0.63], [-1.15, -0.40, 0.49], [0.55, -0.53, 1.07], [-0.64, -2.05, -1.48], [1.12, -2.18, -0.88]], "multiplicity": 1, "orbital_gap_ev": [8.76, 6.75]}



Q) {"formula": "C2H4ClNO3", "method": "wB97M-V/def2-TZVPD", "elements": ["Cl", "O", "O", "O", "N", "C", "C", "H", "H", "H", "H"], "positions_angstrom": [[-1.03, 3.74, 0.56], [-3.37, 2.73, 0.86], [-1.73, 1.25, 0.41], [0.15, 1.26, -1.00], [-0.31, 0.90, 0.28], [-2.19, 2.50, 0.70], [-0.05, -0.63, 0.18], [0.94, -0.88, -0.06], [0.71, 1.97, -0.68], [-0.73, -1.22, -0.37], [-0.21, -1.21, 1.08]], "multiplicity": 1, "orbital_gap_ev": 10.94, "smiles": "CN(O)OC(=O)Cl"}



Stability, lowest: P)



P) {"formula": "C6H10FN", "method": "wB97M-V/def2-TZVPD", "elements": ["F", "N", "C", "C", "C", "C", "C", "C", "H", "H", "H", "H", "H", "H", "H", "H", "H", "H"], "positions_angstrom": [[2.70, 1.19, -0.16], [0.76, 0.24, 0.94], [2.09, 0.02, -0.09], [2.38, -1.05, -0.76], [-0.28, -0.87, 0.81], [-0.80, 0.94, -0.74], [0.03, 1.41, 0.43], [-1.45, -0.36, -0.09], [3.38, -1.24, -1.14], [-1.68, -1.07, -0.88], [-0.52, 1.75, 1.29], [0.24, -1.91, 0.47], [-1.55, 1.68, -1.01], [0.85, 2.18, 0.15], [-0.69, -1.12, 1.78], [1.61, -1.80, -0.79], [-2.23, -0.07, 0.52], [-0.12, 0.82, -1.55]], "multiplicity": 1, "orbital_gap_ev": 10.06, "smiles": "C=C(F)N1CCCC1"}



Q) {"formula": "C6H10FN", "method": "wB97M-V/def2-TZVPD", "elements": ["F", "N", "C", "C", "C", "C", "C", "C", "H", "H", "H", "H", "H", "H", "H", "H", "H", "H"], "positions_angstrom": [[-0.46, 2.13, 0.89], [1.20, -0.10, -0.94], [-1.72, 0.08, 0.35], [0.95, 0.36, 0.46], [-0.09, -0.52, -1.53], [1.20, -0.78, 1.40], [-1.13, 0.53, -0.94], [-0.50, 0.92, 0.38], [-1.64, 1.29, -1.62], [2.25, -0.96, 1.63], [0.06, -0.37, -2.63], [1.67, 0.66, -1.49], [0.70, -1.67, 0.96], [-1.59, -0.99, 0.42], [-2.73, 0.40, 0.73], [-0.23, -1.61, -1.23], [0.62, -0.65, 2.37], [1.43, 1.28, 0.79]], "multiplicity": 1, "orbital_gap_ev": 9.99, "smiles": "C[C@H]1NC[C@H]2C[C@]21F"}



Stability, lowest: P)



P) {"formula": "C6H10FN", "method": "wB97M-V/def2-TZVPD", "elements": ["F", "N", "C", "C", "C", "C", "C", "C", "H", "H", "H", "H", "H", "H", "H", "H", "H", "H"], "positions_angstrom": [[0.75, 0.23, -1.80], [-1.94, 0.47, 1.75], [2.97, 0.59, -0.15], [0.58, -0.04, -0.47], [-0.67, -0.41, -0.09], [1.79, 0.22, 0.35], [-1.10, -0.64, 1.34], [-1.79, -0.49, -1.05], [3.87, 0.59, 0.43], [-0.25, -0.80, 1.97], [-2.24, -1.51, -1.07], [-1.72, -1.55, 1.33], [-2.54, 0.22, 2.53], [3.06, 0.82, -1.23], [-1.56, -0.24, -2.09], [-2.60, 0.20, -0.72], [-1.48, 1.35, 1.82], [1.64, 0.15, 1.48]], "multiplicity": 1, "orbital_gap_ev": 9.39, "smiles": "C=C/C(F)=C(/C)CN"}



Q) {"formula": "C6H10FN", "method": "wB97M-V/def2-TZVPD", "elements": ["F", "N", "C", "C", "C", "C", "C", "C", "H", "H", "H", "H", "H", "H", "H", "H", "H", "H"], "positions_angstrom": [[1.32, -1.92, -1.38], [-0.79, 0.60, 0.05], [-0.43, 0.03, 2.50], [-0.11, 0.51, -2.47], [-0.54, -0.22, -1.13], [1.07, -0.75, 0.64], [0.23, 0.38, 1.12], [0.67, -1.03, -0.58], [0.38, -0.38, 3.13], [-0.86, 1.19, -2.78], [-1.14, -0.84, 2.45], [0.12, -0.22, -3.24], [0.83, 1.13, -2.29], [-1.15, 1.52, -0.09], [0.86, 1.24, 1.23], [1.90, -1.16, 1.19], [-1.36, -0.93, -1.29], [-0.99, 0.85, 2.95]], "multiplicity": 1, "orbital_gap_ev": 9.63, "smiles": "C[C@@H]1N[C@@H](C)C=C1F"}



Stability, lowest: P)



P) {"formula": "C9H14N2O2", "method": "wB97M-V/def2-TZVPD", "elements": ["O", "O", "N", "N", "C", "C", "C", "C", "C", "C", "C", "C", "C", "H", "H", "H", "H", "H", "H", "H", "H", "H", "H", "H", "H", "H", "H"], "positions_angstrom": [[-0.09, -1.19, 1.26], [-4.14, -0.94, -0.64], [-0.80, 0.96, 0.44], [-1.89, -0.99, -0.12], [3.43, -1.11, -0.02], [4.14, 0.23, -0.26], [2.03, -0.86, -0.68], [1.65, 0.55, -0.21], [-3.15, -0.29, -0.27], [-1.90, 1.70, 0.19], [-0.87, -0.49, 0.64], [-3.06, 1.19, -0.21], [3.03, 1.28, -0.06], [3.16, 2.06, -0.80], [-4.04, 1.82, -0.25], [1.06, 1.04, -0.94], [4.50, 0.25, -1.29], [-1.70, 2.73, 0.21], [1.13, 0.51, 0.77], [0.01, 1.46, 0.71], [-1.90, -2.03, -0.17], [1.23, -1.65, -0.44], [2.04, -0.85, -1.78], [4.99, 0.32, 0.41], [4.00, -1.99, -0.36], [3.13, 1.70, 0.95], [3.26, -1.21, 1.09]], "multiplicity": 1, "orbital_gap_ev": 9.86, "smiles": "O=c1cc[nH]c(=O)[nH]1.C1CCCC1"}



Q) {"formula": "C9H14N2O2", "method": "wB97M-V/def2-TZVPD", "elements": ["O", "O", "N", "N", "C", "C", "C", "C", "C", "C", "C", "C", "C", "H", "H", "H", "H", "H", "H", "H", "H", "H", "H", "H", "H", "H", "H"], "positions_angstrom": [[0.08, 2.70, 1.61], [3.12, -0.13, -0.16], [1.84, -0.90, 1.61], [1.49, 1.20, 0.78], [0.56, 1.60, 1.72], [-0.65, -1.27, -1.98], [-1.80, 0.11, -0.37], [-1.19, 0.99, -1.54], [0.95, -0.55, 2.66], [2.22, 0.04, 0.65], [-1.11, -1.23, -0.50], [-0.18, 0.06, -2.29], [0.31, 0.64, 2.78], [0.89, 0.23, -1.98], [-0.18, -1.26, 0.11], [0.93, -1.38, 3.40], [-1.58, -1.46, -2.55], [-1.66, 0.52, 0.60], [-2.01, 1.29, -2.18], [0.06, -2.14, -2.22], [1.66, 1.90, 0.05], [-2.85, 0.07, -0.61], [-0.39, 0.79, 3.60], [-0.25, 0.23, -3.36], [-1.74, -2.08, -0.20], [2.20, -1.87, 1.59], [-0.70, 1.93, -1.23]], "multiplicity": 1, "orbital_gap_ev": 10.24, "smiles": "O=c1cc[nH]c(=O)[nH]1.C1CCCC1"}



Stability, lowest: P)